{
  "formula": "C13H22N8Ti",
  "method": "the ωB97M-V functional and the def2-TZVPD basis",
  "total_charge": 4,
  "fmax_ev_per_a": 3.49,
  "orbital_gap_ev": 7.66,
  "e_tot_ev": -48834.921,
  "homo_ha": -0.811,
  "species": ["Ti", "C", "C", "N", "C", "C", "C", "C", "C", "C", "C", "N", "C", "C", "N", "N", "H", "H", "H", "H", "H", "H", "H", "H", "H", "H", "H", "H", "H", "H", "H", "H", "H", "H", "N", "C", "N", "N", "C", "N", "H", "H", "H", "H"],
  "coordinates": [[-0.095623, -0.070376, 0.439940], [-1.519371, 1.149510, 2.757834], [-1.921663, 1.852770, 1.485324], [-1.992064, 0.852819, 0.368439], [-2.290610, 1.525365, -0.951142], [-0.912706, 1.908108, -1.583821], [-0.758379, 2.833747, -2.558940], [0.522494, 3.148574, -3.052444], [1.622973, 2.475598, -2.531042], [1.413929, 1.592067, -1.456881], [2.466880, 0.903646, -0.652079], [1.980697, 0.475715, 0.719629], [1.788165, 1.630878, 1.639395], [1.117883, 1.209934, 2.901933], [-0.180675, 0.398751, 2.517931], [0.169075, 1.322808, -1.021491], [-2.283442, 0.333276, 3.108480], [-1.406932, 1.871150, 3.596318], [-1.171563, 2.645861, 1.248126], [-2.880896, 2.335091, 1.619880], [-2.816041, 0.329655, 0.583620], [-2.915736, 2.416014, -0.807681], [-2.897677, 0.824747, -1.552353], [-1.694341, 3.248640, -2.907174], [0.631702, 3.870824, -3.888400], [2.674310, 2.643958, -2.816807], [3.395671, 1.435515, -0.515450], [2.870798, -0.016479, -1.133010], [2.614305, -0.156110, 1.173521], [1.290810, 2.372679, 1.146350], [2.746353, 2.118914, 1.982082], [0.879198, 2.024944, 3.541694], [1.744715, 0.481730, 3.490611], [-0.210600, -0.410761, 3.165251], [0.635398, -5.903152, -2.025389], [-0.191757, -5.453770, -1.084594], [-1.084116, -6.207167, -0.460360], [-0.139707, -4.070401, -0.759175], [-0.077326, -2.954201, -0.436750], [-0.023383, -1.771384, -0.056324], [0.666633, -6.906876, -2.197638], [1.193425, -5.302342, -2.595319], [-1.203081, -7.183740, -0.689600], [-1.757705, -5.826507, 0.247515]],
  "forces_ev_per_a": [[0.725, 0.502, 0.568], [-0.404, -1.462, 1.152], [0.820, 0.560, 0.326], [0.077, 1.243, -0.241], [1.027, -0.045, -0.577], [-1.199, -0.502, 1.000], [-0.224, 0.343, -0.573], [-0.306, -0.032, -0.786], [0.746, -0.483, 1.223], [-0.040, 0.648, -0.436], [1.611, -1.659, 0.288], [-1.650, 1.337, -0.754], [2.886, -0.574, 1.880], [-0.576, -2.650, -0.081], [-0.144, 0.372, 0.891], [-0.304, -0.657, 0.366], [1.259, 1.571, -0.756], [-0.053, -0.501, -0.512], [-0.549, -0.514, -0.072], [-0.270, 0.197, -0.068], [-0.607, -1.004, 0.158], [0.222, -0.123, 0.098], [0.557, 0.258, -0.014], [0.295, 0.516, -0.467], [-0.014, -0.462, 0.747], [-0.760, 0.157, -0.173], [0.099, 0.889, -0.043], [-0.699, 0.362, -0.035], [0.516, -0.713, -0.117], [-1.592, 2.022, -1.419], [-0.499, -0.629, -0.724], [-0.321, 0.723, 0.479], [-0.510, 0.775, -0.583], [0.083, 0.448, -0.498], [-1.290, -0.117, 1.559], [-0.040, 0.186, -0.402], [-0.203, 1.495, 0.642], [-0.127, -2.389, -0.706], [0.019, 0.714, 0.440], [-0.196, -0.640, -0.300], [0.087, 0.180, -0.201], [0.403, 0.354, -0.212], [0.053, -0.252, -0.123], [1.091, -0.442, -0.943]]
}